Entry 1:
The following is a DFT calculation (ωB97M-V/def2-TZVPD) of C22H13Cl5N3ORbS as an isolated structure.

```
46
Properties=species:S:1:pos:R:3:forces:R:3:lowdin_charge:R:1
Rb -0.100989 -0.510448 0.386349 -0.1 -0.4 -0.2 0.911
Cl 1.934697 2.696492 7.264867 0.0 0.0 0.0 0.645
C 1.207094 2.288646 5.752339 0.0 0.0 0.0 -0.729
C 1.900959 1.538918 4.809178 0.1 -0.1 0.0 -0.707
Cl 3.511897 1.012191 5.149198 0.0 0.0 0.0 0.666
C 1.312912 1.208858 3.599249 -0.1 0.0 0.0 -0.588
Cl 2.184861 0.270746 2.411004 0.2 0.1 0.3 0.609
C -0.007146 1.601666 3.244408 0.0 0.0 -0.1 -0.549
O -0.546743 1.292805 2.137185 0.0 0.2 0.2 -0.348
C -0.674000 2.371329 4.238987 -0.2 0.1 0.0 -0.606
Cl -2.285980 2.883046 3.855008 0.1 0.0 0.0 0.677
C -0.093054 2.703125 5.449712 0.0 0.0 -0.1 -0.707
Cl -0.974684 3.635943 6.601316 0.0 0.0 0.0 0.668
N -1.016764 -1.232769 -2.803030 -0.1 0.1 0.1 0.090
C -2.326393 -0.863615 -3.129139 0.0 0.0 0.0 -0.257
C -3.009331 -1.410934 -4.183304 0.0 0.0 0.0 -0.031
C -4.344119 -1.041233 -4.451927 0.0 0.0 0.0 -0.080
C -4.990726 -0.127582 -3.672877 0.0 0.0 0.0 -0.048
C -4.317146 0.453870 -2.571541 0.0 0.0 0.0 -0.156
C -4.917972 1.395960 -1.705275 -0.1 0.0 0.0 -0.006
C -4.216705 1.894260 -0.649729 0.0 0.0 0.1 -0.033
C -2.890468 1.458192 -0.442262 0.0 0.0 -0.1 -0.121
N -2.291501 0.597412 -1.232878 -0.1 0.0 -0.1 0.028
C -2.985838 0.087953 -2.291643 0.0 0.0 0.1 -0.170
H -0.502299 -1.638233 -3.569725 0.0 0.0 0.0 0.093
H -0.516096 -0.467754 -2.376672 0.1 0.0 -0.1 0.031
H -2.510144 -2.134162 -4.817798 0.0 0.0 0.0 0.110
H -4.858130 -1.487182 -5.293408 0.0 0.0 0.0 0.105
H -6.013685 0.160102 -3.879641 0.0 0.0 0.0 0.111
H -5.939857 1.706207 -1.889601 0.0 0.0 0.0 0.120
H -4.655154 2.608358 0.033382 0.0 0.0 0.0 0.110
H -2.323099 1.822768 0.411975 0.0 0.0 0.0 0.095
S 3.842735 -3.348305 -2.280273 -0.1 0.0 0.1 1.066
C 2.412775 -2.833306 -1.443729 0.2 0.0 -0.2 -0.459
N 2.309939 -1.574070 -1.196164 -0.1 0.1 0.1 -0.021
C 3.434023 -0.895952 -1.656166 0.1 -0.1 0.0 -0.321
C 3.669691 0.471961 -1.519918 0.0 0.0 0.0 -0.011
C 4.845462 0.992819 -2.015461 0.0 0.1 0.0 -0.070
C 5.793537 0.174316 -2.642177 0.0 -0.1 0.0 -0.077
C 5.582194 -1.183737 -2.778752 0.0 0.1 0.0 -0.083
C 4.392937 -1.706163 -2.276655 -0.1 -0.1 0.0 -0.476
H 1.658502 -3.559976 -1.172455 0.0 0.0 0.0 0.081
H 2.942900 1.097059 -1.017098 0.0 0.0 0.0 0.113
H 5.043118 2.051216 -1.910893 0.0 0.0 0.0 0.108
H 6.708930 0.609577 -3.020274 0.0 0.0 0.0 0.107
H 6.313619 -1.821440 -3.255993 0.0 0.0 0.0 0.110
```
Positions in Å, forces in eV/Å.

E: -3808.9890 a.u.
relative energy (zero: lowest compared OMol25 entry of this formula, charge and spin): 0.230 eV
net charge: 0
spin multiplicity: 1
gap between HOMO and LUMO: 6.902 eV

Entry 2:
The following is a DFT calculation (ωB97M-V/def2-TZVPD) of C45H59N4O3PS3Se2TeV as an isolated structure at a distorted geometry.

```
119
Properties=species:S:1:pos:R:3:forces:R:3:lowdin_charge:R:1
V -1.427826 -1.049720 0.374241 -0.9 0.5 -1.4 -0.027
S -1.992969 1.232489 -0.222065 -0.1 0.6 -0.2 0.736
C -0.962048 1.672403 -1.502995 -0.3 0.0 0.1 -0.628
N -0.716242 3.059459 -1.700847 0.1 0.1 0.1 -0.130
C 0.271839 3.336095 -2.727030 -0.2 -0.1 0.1 -0.161
C -0.109835 2.541127 -3.947156 0.1 0.0 0.0 -0.164
N 0.019985 1.129259 -3.656897 0.3 -0.1 0.1 -0.122
C 0.086303 0.261488 -4.835662 -0.3 -0.1 0.3 -0.144
C 1.430026 -0.329596 -5.224737 0.1 0.3 0.3 -0.194
C 1.657035 -1.697209 -5.178850 0.0 -0.1 0.0 -0.038
C 2.872483 -2.228257 -5.594945 0.0 0.0 0.1 -0.086
C 3.879537 -1.393944 -6.053401 0.0 0.0 0.0 -0.111
C 3.674000 -0.019327 -6.073722 0.0 0.0 0.0 -0.103
C 2.456188 0.505442 -5.667695 0.0 -0.1 0.0 -0.048
C -0.475019 0.702477 -2.413879 0.0 -0.1 -0.3 -0.646
S -0.508584 -0.948926 -2.012892 0.2 0.4 -0.4 0.666
C -0.504446 3.820413 -0.459481 0.1 -0.1 -0.2 -0.167
C -0.401119 5.298390 -0.724370 0.0 -0.1 -0.1 -0.221
C -1.504266 5.999560 -1.204691 -0.1 0.0 0.0 -0.034
C -1.405527 7.344448 -1.528310 0.0 0.0 0.0 -0.095
C -0.198589 8.015252 -1.369762 0.0 -0.1 0.0 -0.115
C 0.900865 7.330134 -0.874858 0.0 0.0 0.0 -0.099
C 0.797181 5.980915 -0.555914 0.0 0.0 0.0 -0.046
H 1.289545 3.050593 -2.415546 0.0 0.0 0.1 0.130
H 0.259786 4.400244 -2.950686 0.0 0.1 0.0 0.118
H 0.549193 2.794748 -4.778127 0.0 0.0 0.0 0.107
H -1.137467 2.812799 -4.230558 0.0 -0.1 -0.1 0.135
H -0.236876 0.885668 -5.671761 -0.2 -0.1 -0.1 0.120
H -0.635715 -0.545794 -4.717433 -0.1 -0.1 0.0 0.100
H 0.880499 -2.350221 -4.797151 0.0 0.0 0.0 0.110
H 3.042112 -3.296770 -5.527335 0.0 0.0 0.0 0.099
H 4.825886 -1.809511 -6.380470 0.0 0.0 0.0 0.091
H 4.465018 0.644617 -6.407408 0.0 0.0 0.0 0.092
H 2.297594 1.578808 -5.701265 0.0 0.0 0.0 0.100
H 0.400973 3.463056 0.053111 0.0 0.0 0.0 0.113
H -1.350493 3.604895 0.185143 0.0 0.0 0.1 0.073
H -2.441037 5.466899 -1.335135 0.1 0.0 0.0 0.122
H -2.268871 7.877037 -1.908804 0.0 0.0 0.0 0.095
H -0.117054 9.062207 -1.635870 0.0 0.0 0.0 0.090
H 1.844267 7.847371 -0.744743 0.0 0.0 0.0 0.094
H 1.661894 5.445287 -0.177641 0.0 0.0 0.0 0.110
C -3.704469 -5.306632 1.797728 0.0 0.3 -0.1 -0.086
C -2.430341 -5.503740 1.002738 0.0 0.1 0.0 -0.314
O -1.881089 -4.235969 0.602953 0.0 -0.2 0.4 -0.376
P -0.407231 -3.800232 1.089209 0.2 -1.1 -0.8 0.066
O -0.136328 -2.464889 0.416853 0.1 -1.3 0.3 -0.570
Te 0.044053 -4.113501 3.348937 0.1 -0.1 0.3 0.356
O 0.463495 -4.916974 0.273780 0.3 0.3 0.1 -0.320
C 0.409178 -4.880713 -1.159042 0.1 0.0 -0.1 -0.299
C 1.692395 -5.461237 -1.714913 0.0 -0.1 0.1 -0.096
H -4.193135 -6.269610 1.973624 0.0 0.0 0.0 0.068
H -4.380476 -4.640570 1.256383 0.0 -0.1 0.0 0.070
H -3.469034 -4.835082 2.751050 0.0 0.0 0.0 0.050
H -2.629359 -6.074743 0.090213 0.0 0.1 -0.1 0.113
H -1.703335 -6.061008 1.597689 0.1 0.0 0.0 0.071
H 0.281228 -3.855367 -1.507663 0.0 0.1 0.0 0.077
H -0.449084 -5.465686 -1.500187 -0.1 0.0 0.1 0.114
H 2.548288 -4.887088 -1.358017 0.0 0.0 0.0 0.027
H 1.667385 -5.409773 -2.808609 0.0 0.0 0.1 0.070
H 1.810377 -6.504722 -1.409671 0.0 0.0 0.0 0.070
Se -2.921180 -1.551694 2.156519 -1.0 -0.1 0.7 0.722
C -2.588590 -0.917286 3.931699 0.2 0.2 -0.1 -0.578
C -2.164358 0.385893 4.195601 -0.1 -0.1 0.1 -0.128
C -2.011184 0.822798 5.506698 -0.1 0.0 -0.1 -0.124
C -2.285559 -0.028340 6.571225 0.0 0.0 0.0 -0.130
C -2.710246 -1.326311 6.313037 0.0 0.1 0.0 -0.116
C -2.860215 -1.765753 5.004096 0.1 0.0 0.0 -0.160
H -1.956185 1.034538 3.355242 0.0 0.0 0.0 0.083
H -1.679449 1.837747 5.705187 0.0 -0.1 0.0 0.084
H -2.176580 0.325846 7.592034 0.0 -0.1 0.0 0.082
H -2.927872 -1.994237 7.140632 0.0 0.0 -0.1 0.088
H -3.183036 -2.779518 4.798629 0.0 0.0 0.0 0.080
C 1.617678 0.853076 4.375222 0.1 0.1 0.0 -0.045
C 1.208727 1.657241 3.132159 -0.2 -0.1 0.0 -0.612
C 2.450992 2.200620 2.416257 0.0 0.1 0.1 -0.060
C 0.337237 2.849940 3.555958 0.0 0.0 0.0 -0.049
C 0.444773 0.773537 2.228850 0.1 -0.3 -0.2 -0.132
C -0.192068 -0.005105 1.531274 0.9 1.0 0.9 -0.182
H 2.183379 1.480954 5.077312 0.0 0.0 0.0 0.076
H 2.229754 -0.003418 4.087349 0.0 0.0 0.0 0.075
H 0.730267 0.464828 4.877755 0.0 0.0 0.0 0.074
H 3.104844 2.723068 3.127756 -0.1 0.0 -0.1 0.078
H 2.154577 2.910443 1.637083 0.0 -0.1 0.0 0.064
H 3.009046 1.397857 1.942867 0.1 -0.1 0.0 0.057
H 0.917685 3.552206 4.167023 0.0 0.0 0.0 0.079
H -0.522091 2.511681 4.135849 0.1 0.1 -0.1 0.043
H -0.032401 3.377991 2.673563 0.0 0.0 0.0 0.075
C 5.042733 -1.027064 2.075049 -0.1 0.0 -0.1 -0.062
N 4.106161 -1.713951 1.204580 -0.1 0.2 0.0 -0.184
C 3.672889 -3.006173 1.711028 0.1 0.0 -0.1 -0.072
C 3.673542 -1.215747 0.022831 0.2 -0.3 0.1 -0.760
S 2.800610 -2.059603 -1.094865 0.0 0.0 0.0 0.755
N 4.087383 0.129506 -0.231033 -0.1 0.1 0.0 -0.267
C 5.321090 0.162681 -1.006725 -0.1 0.1 0.1 -0.102
C 3.029050 0.929389 -0.852490 0.0 0.0 0.0 -0.129
H 4.642797 -0.979026 3.089677 0.0 0.0 0.0 0.083
H 5.225372 -0.021716 1.718950 0.0 0.1 0.0 0.071
H 5.989964 -1.579754 2.107292 0.0 0.0 0.0 0.084
H 4.538484 -3.660714 1.868763 0.0 0.0 0.0 0.088
H 2.994585 -3.474919 1.009562 -0.1 0.0 -0.1 0.029
H 3.144653 -2.875062 2.655614 0.0 0.0 0.0 0.056
H 6.050207 -0.524992 -0.574798 0.0 0.0 0.0 0.079
H 5.735883 1.174076 -0.975687 0.0 0.0 0.0 0.080
H 5.150660 -0.125425 -2.051621 0.0 0.0 -0.1 0.078
H 2.120635 0.852755 -0.249467 0.0 0.0 -0.1 0.073
H 2.795887 0.597523 -1.871079 0.0 0.0 0.0 0.055
H 3.362869 1.972074 -0.871907 0.0 0.0 0.0 0.081
Se -3.652983 -1.981478 -1.197186 0.3 0.1 0.1 0.551
C -5.315792 -1.357903 -0.512455 -0.1 -0.1 0.1 -0.695
C -6.429866 -2.207911 -0.517943 0.0 0.1 0.0 -0.164
C -7.682617 -1.759337 -0.115984 0.0 0.0 0.0 -0.134
C -7.857320 -0.448266 0.309823 0.0 0.0 0.0 -0.145
C -6.751009 0.393323 0.359073 0.0 0.0 0.0 -0.115
C -5.497807 -0.052811 -0.040249 -0.2 -0.1 0.0 -0.156
H -6.292879 -3.232191 -0.845379 0.0 0.0 0.0 0.077
H -8.530222 -2.437751 -0.132135 0.0 0.0 0.0 0.082
H -8.837191 -0.090237 0.604588 0.0 0.0 0.0 0.077
H -6.866408 1.413243 0.711433 0.0 0.0 0.0 0.089
H -4.650074 0.612068 0.010410 0.1 0.1 0.0 0.036
```
Positions in Å, forces in eV/Å.

E: -9745.8261 a.u.
relative energy (zero: lowest compared OMol25 entry of this formula, charge and spin): 0.607 eV
net charge: -2
spin multiplicity: 4
gap between HOMO and LUMO (alpha / beta): 4.910 / 5.265 eV
<S²>: 3.780